(w)
Below is a 9-piece molecular cluster, C5H27NO8 overall, with properties calculated with ωB97M-V/def2-TZVPD.

Its total charge is 0. Its HOMO energy is -8.261 eV. The SMILES is C/C=C(\C)NC.O.O.O.O.O.O.O.O. The calculation puts the molar mass at 229.27 g mol⁻¹. As for the LUMO energy: -0.0616 eV.

Last columns: bonded neighbours and bond lengths (Å).
Atoms and positions in Å:
1 H 0.810 4.376 0.237  O36 0.980
2 O 0.754 -2.978 0.439  H6 0.957, H22 0.955
3 N 0.599 0.757 1.269  C30 1.500, C32 1.411, H35 1.011
4 H 2.154 1.170 -0.135  C30 1.095
5 H -1.292 3.761 1.250  O38 0.964
6 H 0.767 -3.422 1.286  O2 0.957
7 H 3.029 -1.880 -2.425  O12 0.961
8 H 1.227 1.643 -3.223  O29 0.967
9 H 0.900 -3.125 -1.807  O26 0.961
10 H 1.136 0.424 -4.063  O29 0.964
11 H -0.323 0.480 -1.604  C14 1.117
12 O 2.544 -1.078 -2.634  H7 0.961, H20 0.974
13 H -2.205 -1.645 -0.408  O40 0.981
14 C -0.793 1.073 -0.783  H11 1.117, H19 1.091, H25 1.100, C32 1.497
15 H 1.336 -2.350 3.538  O17 0.969
16 H 1.635 -0.602 -0.101  C30 1.120
17 O 0.729 -1.883 2.946  H15 0.969, H39 0.970
18 H -0.559 -2.591 -1.633  O26 0.976
19 H -1.835 0.919 -1.066  C14 1.091
20 H 1.639 -1.379 -2.831  O12 0.974
21 C -3.060 0.127 1.399  H28 1.105, C31 1.516, H37 1.104, H41 1.095
22 H 0.402 -2.092 0.382  O2 0.955
23 H 1.701 3.299 0.487  O36 0.992
24 H 2.664 -0.024 1.141  C30 1.138
25 H -0.338 2.072 -0.851  C14 1.100
26 O 0.351 -2.339 -1.880  H9 0.961, H18 0.976
27 H -0.498 2.612 1.880  O38 0.954
28 H -3.504 0.482 0.451  C21 1.105
29 O 0.573 1.003 -3.536  H8 0.967, H10 0.964
30 C 1.807 0.337 0.485  N3 1.500, H4 1.095, H16 1.120, H24 1.138
31 C -1.560 -0.083 1.345  C21 1.516, C32 1.342, H33 1.099
32 C -0.626 0.532 0.603  N3 1.411, C14 1.497, C31 1.342
33 H -1.211 -0.824 2.076  C31 1.099
34 H -2.003 -1.034 -1.874  O40 0.960
35 H 0.705 0.364 2.194  N3 1.011
36 O 1.680 4.089 -0.112  H1 0.980, H23 0.992
37 H -3.458 -0.900 1.491  C21 1.104
38 O -0.421 3.516 1.583  H5 0.964, H27 0.954
39 H 0.024 -1.753 3.599  O17 0.970
40 O -2.211 -1.826 -1.372  H13 0.981, H34 0.960
41 H -3.273 0.773 2.256  C21 1.095

***

(x)
Below is a 8-piece molecular cluster, C5H27NO8 overall, with properties calculated with ωB97M-V/def2-TZVPD.

Its total charge is 0. Its HOMO energy is -9.201 eV. The SMILES is CCC[C@H](N)CO.O.O.O.O.O.O.O. The calculation puts the molar mass at 229.27 g mol⁻¹. As for the LUMO energy: 0.1129 eV.

Last columns: bonded neighbours and bond lengths (Å).
Atoms and positions in Å:
1 H -0.709 0.567 2.023  O21 0.962
2 H -3.343 -0.373 1.380  O9 0.959
3 H -2.817 -2.121 -0.388  N22 1.005
4 H 2.736 1.923 -1.597  O32 0.969
5 C -0.946 0.128 -1.799  C7 1.515, O10 1.448, H12 1.093, H37 1.079
6 H 0.157 1.307 0.963  O21 0.958
7 C -1.030 -1.120 -0.944  C5 1.515, H15 1.073, N22 1.465, C27 1.530
8 H 2.049 1.066 3.411  O13 0.964
9 O -2.958 0.493 1.524  H2 0.959, H19 0.967
10 O -0.112 1.070 -1.082  C5 1.448, H23 0.976
11 H 0.086 4.350 1.484  O40 0.966
12 H -0.468 -0.093 -2.757  C5 1.093
13 O 2.288 0.141 3.290  H8 0.964, H24 0.970
14 O 3.021 0.670 0.537  H26 0.957, H38 0.978
15 H -1.049 -0.875 0.100  C7 1.073
16 H 1.130 -3.863 -0.692  C36 1.080
17 C 0.747 -2.769 1.138  H25 1.086, H30 1.093, C36 1.530, H39 1.091
18 H 1.076 -1.443 -1.375  C27 1.092
19 H -3.088 1.039 0.737  O9 0.967
20 H 0.839 3.396 0.649  O40 0.967
21 O 0.173 0.633 1.644  H1 0.962, H6 0.958
22 N -2.291 -1.823 -1.191  H3 1.005, C7 1.465, H35 1.006
23 H 0.628 1.460 -1.585  O10 0.976
24 H 1.549 -0.208 2.767  O13 0.970
25 H 0.005 -2.088 1.543  C17 1.086
26 H 2.089 0.737 0.329  O14 0.957
27 C 0.167 -2.030 -1.229  C7 1.530, H18 1.092, C36 1.521, H41 1.102
28 O -2.264 2.674 -0.711  H29 0.967, H31 0.981
29 H -2.565 3.142 -1.503  O28 0.967
30 H 0.771 -3.605 1.841  C17 1.093
31 H -1.339 2.508 -0.989  O28 0.981
32 O 2.082 2.478 -2.048  H4 0.969, H34 0.965
33 H -0.472 -3.884 -0.200  C36 1.095
34 H 2.173 2.288 -2.990  O32 0.965
35 H -2.290 -2.434 -1.990  N22 1.006
36 C 0.380 -3.201 -0.283  H16 1.080, C17 1.530, C27 1.521, H33 1.095
37 H -1.881 0.621 -2.017  C5 1.079
38 H 3.050 0.361 1.464  O14 0.978
39 H 1.723 -2.281 1.165  C17 1.091
40 O 0.765 3.668 1.574  H11 0.966, H20 0.967
41 H -0.064 -2.511 -2.193  C27 1.102

***

The energetic minimum among the shown structures is (x); the next structure lies 0.0727 hartree above.